Entry 1:
ORCA calculation (ωB97M-V/def2-TZVPD) on a molecular structure, C7H14O3Rb at a distorted geometry.

## Properties
- energy above the lowest of the compared OMol25 structures with the same formula, charge and spin (eV) = 0.0000
- charge = -1
- 2S+1 = 1
- LUMO energy (spin up / spin down) (eV) = 1.8006 / 1.8010
- Kohn-Sham gap (spin up / spin down) (eV) = 2.90 / 2.90

Last column: Mulliken charge in e.
Cartesian coordinates (Å):
C1 -0.40053 0.78683 2.59837  -0.6655
O1 0.50102 0.02833 1.82313  -0.2277
C2 1.83728 0.47776 1.87421  -0.5178
C3 2.66441 -0.44928 1.01841  -0.5670
O2 2.06434 -0.49308 -0.25775  -0.2272
C4 2.71709 -1.33044 -1.18550  -0.7690
H1 -0.52722 0.33921 3.59728  0.2369
H2 -0.04281 1.82545 2.69790  0.3186
H3 2.21625 0.46668 2.90969  0.3468
H4 1.89797 1.51125 1.48999  0.3700
H5 2.68861 -1.46165 1.45783  0.3259
H6 3.69905 -0.07419 0.95360  0.3584
H7 2.13757 -1.28844 -2.11493  0.2604
H8 3.74418 -0.97920 -1.36805  0.2927
H9 2.74736 -2.36945 -0.81956  0.3141
C5 -2.59816 2.00717 -2.00827  -0.2880
C6 -3.36700 1.20931 -1.23715  -0.6644
O3 -3.66262 -0.14312 -1.34729  -0.3146
C7 -3.07190 -0.90114 -2.46294  -0.8045
Rb1 -0.76372 -0.76580 -0.63823  0.3887
H10 -2.24355 1.45654 -2.90150  0.0563
H11 -3.84954 1.55339 -0.30856  0.2806
H12 -3.39472 -0.41220 -3.40579  0.2056
H13 -3.61977 -1.86136 -2.40754  0.0799
H14 -1.37361 0.86742 2.04263  0.2109



Entry 2:
ORCA calculation (ωB97M-V/def2-TZVPD) on a molecular structure, C26H38CoN3 at a distorted geometry.

## Properties
- energy above the lowest of the compared OMol25 structures with the same formula, charge and spin (eV) = 0.1237
- charge = -1
- 2S+1 = 4
- LUMO energy (spin up / spin down) (eV) = 2.8476 / 2.8455
- expectation value of S² = 3.761
- Kohn-Sham gap (spin up / spin down) (eV) = 7.13 / 7.60

Last column: Mulliken spin population.
Cartesian coordinates (Å):
Co1 0.39531 -0.70192 -0.64147  2.7522
C1 -2.40099 0.41549 1.77486  0.0268
C2 -2.50090 1.94182 1.82673  -0.0043
C3 -1.94728 2.48523 3.15345  -0.0001
C4 -1.96920 2.69798 0.60828  -0.0019
C5 -2.68887 3.84619 0.27527  -0.0009
C6 -2.39994 4.59169 -0.84962  0.0042
C7 -1.38190 4.17112 -1.68918  -0.0062
C8 -0.62693 3.04547 -1.39522  0.0186
C9 0.44183 2.59414 -2.36915  0.0167
C10 -0.21952 1.84442 -3.53203  -0.0039
C11 1.31368 3.73368 -2.89708  0.0001
C12 -0.89397 2.31684 -0.21691  0.0516
N1 -0.06814 1.21402 0.11705  -0.1306
C13 0.64893 1.35568 1.19784  0.0393
C14 1.48931 0.34166 1.68772  0.0112
C15 2.29723 0.32443 2.83728  0.0266
C16 2.96528 -0.88902 2.80801  0.0006
C17 2.55222 -1.55947 1.63471  0.0121
N2 1.65440 -0.82488 0.97275  -0.0013
C18 3.16248 -2.82163 1.07003  0.0099
C19 3.77035 -3.66811 2.19263  0.0004
C20 2.12608 -3.66050 0.31977  0.0210
C21 4.26109 -2.38859 0.08327  0.0000
H1 -3.08085 -0.01309 2.51486  0.0004
H2 -1.39791 0.05382 1.99124  0.0004
H3 -2.68590 0.05023 0.78884  -0.0021
H4 -3.57096 2.16998 1.83381  0.0003
H5 -0.92603 2.14447 3.32265  0.0003
H6 -2.55675 2.12643 3.98663  0.0001
H7 -1.95713 3.57664 3.16422  0.0002
H8 -3.51438 4.14798 0.91183  0.0000
H9 -2.97775 5.47765 -1.08449  0.0002
H10 -1.18246 4.73065 -2.59439  -0.0001
H11 1.09819 1.89125 -1.86071  0.0058
H12 -0.87002 2.51684 -4.09990  0.0009
H13 -0.82092 1.01733 -3.15003  0.0034
H14 0.53990 1.42744 -4.19277  0.0031
H15 0.74556 4.41703 -3.53197  0.0000
H16 2.12115 3.31292 -3.49854  0.0001
H17 1.75771 4.30946 -2.08230  0.0001
H18 0.61540 2.30100 1.73828  0.0029
H19 2.36886 1.10384 3.58253  0.0024
H20 3.67063 -1.25489 3.53793  0.0005
H21 3.02314 -3.87084 2.96324  -0.0003
H22 4.62166 -3.16761 2.65852  0.0001
H23 4.11783 -4.62311 1.79274  -0.0001
H24 1.31760 -3.96602 0.98625  -0.0021
H25 2.59860 -4.55669 -0.08962  0.0000
H26 1.69632 -3.08966 -0.50220  0.0119
H27 5.02021 -1.79171 0.59403  -0.0002
H28 3.82248 -1.78349 -0.71186  0.0024
H29 4.74528 -3.25919 -0.36899  0.0005
C22 -3.06717 -3.64112 -0.31450  0.0089
C23 -2.46881 -2.26859 -0.65617  -0.0173
C24 -2.90707 -1.84414 -2.05556  0.0162
C25 -0.94216 -2.28698 -0.54506  0.0983
H30 -4.16190 -3.64239 -0.38264  0.0005
H31 -2.78866 -3.93762 0.69875  -0.0018
H32 -2.67759 -4.39540 -1.00412  -0.0008
H33 -2.88703 -1.55157 0.05865  -0.0138
H34 -2.49200 -2.53072 -2.79899  0.0023
H35 -2.52998 -0.84319 -2.27935  -0.0129
H36 -3.99630 -1.83775 -2.16269  0.0015
H37 -0.58314 -3.00896 -1.29570  -0.0075
H38 -0.68277 -2.71282 0.43587  0.0044
N3 2.32485 -0.61892 -3.05919  0.0500
C26 1.53971 -0.68427 -2.20808  -0.0012



Entry 3:
ORCA calculation (ωB97M-V/def2-TZVPD) on a single C3H9NO3S2 molecule at a distorted geometry.

## Properties
- SMILES = CSC[C@H](N)S(=O)(=O)O
- energy above the lowest of the compared OMol25 structures with the same formula, charge and spin (eV) = 0.5240
- 2S+1 = 1
- LUMO energy (eV) = 0.5808
- Kohn-Sham gap (eV) = 9.53

Last column: Mulliken charge in e.
Cartesian coordinates (Å):
C1 -2.58442 1.40522 -0.66671  -0.8912
S1 -2.46449 -0.30585 0.02655  -0.0366
C2 -0.84253 -0.44935 0.68395  -0.6530
C3 0.50084 -0.69706 -0.41605  -0.1688
N1 0.89541 -2.04453 -0.66151  -0.6258
S2 1.86800 0.47916 0.05645  1.1242
O1 2.93390 0.22311 -0.82484  -0.5966
O2 1.61633 1.84559 0.45358  -0.5994
O3 2.20730 -0.29571 1.47806  -0.5162
H1 -3.65977 1.48259 -0.58032  0.3178
H2 -2.52273 1.39387 -1.78854  0.2988
H3 -2.16656 2.30599 -0.17267  0.3342
H4 -0.87733 -1.32206 1.33668  0.2739
H5 -0.45569 0.44166 1.13893  0.3870
H6 0.12011 -0.17119 -1.27857  0.4340
H7 1.74235 -2.13416 -1.07487  0.2889
H8 1.09320 -2.51197 0.17899  0.2828
H9 2.59609 0.35469 2.11090  0.3461